Computed, not measured: a 6-piece molecular cluster, C31H59N2O11PS5 overall at a distorted geometry, with the ωB97M-V functional and the def2-TZVPD basis.

```
109
Properties=species:S:1:pos:R:3
H 5.754 8.392 -5.623
H 0.538 -10.265 1.110
C -2.500 2.742 -1.398
C 1.471 -3.610 4.117
H 6.676 6.533 -7.841
C 5.938 7.381 -5.997
H 4.622 6.887 -9.127
C 0.647 4.402 -4.489
H -2.180 -0.018 -5.861
H 3.754 1.239 -3.667
H 4.016 8.037 -7.922
H -0.022 3.003 -2.671
H 2.949 5.926 -7.293
H 1.626 -4.017 6.845
C -0.215 1.987 7.961
H 0.430 -7.937 -0.326
H 1.397 -2.317 7.267
H -2.856 -2.176 3.669
C -5.003 1.882 -4.519
H -0.926 -9.105 -0.387
H 6.840 6.971 -5.535
H -3.371 -4.561 2.734
H -1.085 1.575 -5.668
O -2.787 -7.585 0.630
H 0.164 3.870 6.975
S 1.012 0.872 7.294
C -1.924 3.675 -3.912
H 1.146 5.421 -4.117
H 1.264 0.849 4.920
O 1.826 2.063 -4.242
H -0.387 -7.146 3.121
O 0.418 -0.442 7.164
C 1.248 -3.056 6.474
H -0.251 -9.576 3.505
C -0.377 3.907 -3.320
O -0.871 -5.933 0.837
H 4.488 5.034 -7.510
H -0.218 3.048 4.698
C -1.170 -7.779 2.692
H -0.189 -0.723 -2.558
O 2.273 1.089 7.974
C -1.417 0.571 -5.165
H 3.331 2.949 -2.848
C 1.995 -2.675 5.197
H 1.796 3.199 -6.049
C -2.757 2.524 -3.036
O -0.741 -5.030 4.285
H -2.579 -0.792 1.736
C -4.047 -3.687 0.860
C -3.191 -3.676 2.117
N -5.568 1.320 -5.549
C 6.027 7.357 -7.522
H 2.898 3.965 -4.727
H 1.858 -4.624 4.253
C 1.096 1.617 5.677
H -4.554 -2.491 3.297
H -0.492 4.823 -2.562
C 1.863 3.387 -4.872
C -3.564 -1.258 1.827
H -1.482 -0.215 -1.187
C -3.556 -2.388 2.855
H 0.180 2.465 8.861
H -2.504 4.705 -3.742
H -0.438 -0.105 -5.079
H -1.554 -9.874 2.342
H 0.087 4.694 -5.501
H -1.948 3.484 -5.066
C 4.615 7.129 -8.061
H -5.092 -3.909 1.096
O -0.900 -2.579 3.645
H -4.675 3.831 -3.200
H -1.533 3.380 6.932
C -0.506 3.009 6.863
H 6.462 8.285 -7.907
S -1.427 -7.261 1.007
H -4.873 2.227 -2.225
H 1.681 -3.258 3.106
C 2.895 1.923 -3.215
P -2.176 0.741 -3.421
H -1.105 1.402 8.210
S -3.968 -2.011 0.259
H -3.680 -4.375 0.096
O -5.297 -1.596 -0.142
C -0.232 -3.191 6.117
O -2.822 -1.892 -0.618
H 3.079 -2.767 5.318
H -0.156 0.999 -1.755
O 3.523 7.210 -4.962
O 5.003 5.148 -4.932
H 2.527 1.354 -2.240
C -0.704 -9.223 2.574
H -4.313 -0.499 2.069
C -0.881 0.138 -2.146
H -0.722 -3.960 6.718
H 1.771 -1.634 4.935
C 4.037 5.991 -7.233
H 1.925 2.331 5.681
C -0.330 -8.458 0.262
C 0.292 -9.243 1.415
H 1.226 -8.760 1.729
S -0.289 -3.657 4.393
N -2.137 2.975 -0.161
H -1.032 1.599 5.313
H -2.094 -7.672 3.262
H -2.128 -3.659 1.849
H -0.758 -2.239 6.228
C -0.240 2.328 5.521
S 4.534 6.366 -5.563
C -4.409 2.691 -3.222
```

Results
- E_HOMO (eV) = -7.5
- LUMO (eV) = 0.474
- maximum force (eV Å⁻¹) = 12.1
- M (g mol⁻¹) = 827.13
- structure (SMILES) = COCCCC[C@@](C#N)(CC#N)P(C)C.O=S1(=O)CCCC1.O=S1(=O)CCCC1.O=S1(=O)CCCC1.O=S1(=O)CCCC1.O=S1(=O)CCCC1

---

Computed, not measured: C23H39O2PmSi as an isolated structure at a distorted geometry, with the ωB97M-V functional and the def2-TZVPD basis.

```
66
Properties=species:S:1:pos:R:3
C 2.163 -1.501 -0.875
H -2.051 -1.199 1.811
O 0.796 0.838 -2.512
C 2.342 -1.161 0.495
H 1.783 2.656 -2.915
H 1.363 1.759 -5.163
H -2.229 2.620 -0.329
H -1.491 0.972 -4.541
C -2.135 -0.463 1.011
H 1.092 1.363 -9.525
H -1.035 -1.476 -9.421
C 1.617 -1.061 -8.652
H -0.042 2.833 -5.040
H -1.788 -0.610 -8.065
H 2.599 3.826 4.360
C -2.458 0.507 -1.059
H 2.077 -0.210 3.397
H -0.723 1.262 -9.434
C 0.366 -0.298 -8.269
H 0.620 2.837 0.566
H 0.723 -0.909 -3.658
H 0.163 2.377 4.900
C 2.592 0.755 3.472
H -0.286 0.053 -5.408
C 0.224 1.088 -8.932
H 0.016 2.777 -2.648
H 2.139 1.986 0.370
C -0.051 2.149 3.845
C -2.240 1.551 -0.111
H 1.126 2.287 -7.292
Si 1.530 2.167 2.817
H -1.863 1.482 2.096
H -0.535 1.163 3.809
H 1.101 -1.638 2.314
H -0.653 2.037 -7.143
C 0.978 -2.293 -0.980
C 0.455 1.972 -4.584
H -2.616 -1.717 -0.790
C -0.428 0.704 -4.554
H 1.861 4.647 2.977
C -2.408 -0.738 -0.361
H -0.801 -0.561 -2.815
C 0.041 -0.099 -3.366
H 2.840 0.921 4.530
H 1.704 -1.955 -8.017
C 0.411 -2.407 0.324
H -2.684 0.646 -2.115
C -2.050 0.949 1.166
H 2.499 -0.433 -8.499
C 1.209 1.991 0.983
H 3.153 -0.559 0.901
O 0.547 0.276 -6.925
C 2.434 3.759 3.275
H 0.622 -2.790 -1.878
Pm 0.116 0.139 -0.311
H 3.540 0.687 2.921
H -0.488 -2.965 0.580
H 1.556 -1.380 -9.700
H -0.797 -2.062 -7.760
C -0.891 -1.156 -8.377
H 3.418 3.810 2.790
C 0.812 2.197 -3.135
C 0.292 1.608 -7.507
C 1.248 -1.708 1.236
H 2.823 -1.231 -1.696
H -0.765 2.904 3.489
```

Results
- E_HOMO (alpha / beta) (eV) = -7.3 / -7.2
- LUMO (alpha / beta) (eV) = 0.230 / 0.231
- maximum force (eV Å⁻¹) = 2.5
- 2S+1 = 5
- M (g mol⁻¹) = 520.65

---

Computed, not measured: C2H2FLiNaO2 as an isolated structure at a distorted geometry, with the ωB97M-V functional and the def2-TZVPD basis.

```
9
Properties=species:S:1:pos:R:3
C -0.379 -1.688 -0.024
Li -0.669 2.240 -0.496
Na 2.699 1.806 0.043
O -1.202 0.032 0.677
O 0.387 0.558 -1.014
C -0.032 -0.479 -0.570
H -0.963 -2.377 -0.635
H 0.099 -2.100 0.865
F 0.060 2.007 1.154
```

Results
- E_HOMO (alpha / beta) (eV) = -4.9 / -6.3
- LUMO (alpha / beta) (eV) = -1.721 / -1.791
- maximum force (eV Å⁻¹) = 6.6
- 2S+1 = 2
- M (g mol⁻¹) = 106.97

---

Computed, not measured: the molecule C3H7NSi at a distorted geometry, with the ωB97M-V functional and the def2-TZVPD basis.

```
12
Properties=species:S:1:pos:R:3
N 2.088 0.274 -2.029
H -1.309 1.385 -0.711
C -0.265 -0.981 -1.023
C 0.328 0.670 1.440
H 1.315 0.466 0.968
C 1.112 -0.229 -1.679
H 0.030 -2.050 -0.732
H 0.251 0.054 2.229
H -2.029 -0.239 1.155
H 0.356 1.617 2.062
H -0.840 -1.211 -1.878
Si -1.038 0.246 0.196
```

Results
- E_HOMO (eV) = -11.4
- LUMO (eV) = 0.714
- maximum force (eV Å⁻¹) = 4.0
- M (g mol⁻¹) = 85.18
- structure (SMILES) = C[SiH2]CC#N

---

Computed, not measured: the molecule BrOP at a distorted geometry, with the ωB97M-V functional and the def2-TZVPD basis.

```
3
Properties=species:S:1:pos:R:3
Br 2.659 0.002 0.001
P 0.132 -0.806 0.002
O -0.614 0.430 0.002
```

Results
- E_HOMO (alpha / beta) (eV) = -7.9 / -11.4
- LUMO (alpha / beta) (eV) = -0.647 / -4.544
- maximum force (eV Å⁻¹) = 2.9
- 2S+1 = 3
- M (g mol⁻¹) = 126.88

---

Computed, not measured: a 13-piece molecular cluster, C13H52N14O13 overall at a distorted geometry, with the ωB97M-V functional and the def2-TZVPD basis.

```
92
Properties=species:S:1:pos:R:3
H -19.453 0.581 -7.933
C -14.776 3.583 -11.811
O -21.220 3.792 -15.391
N -20.026 1.716 -13.600
N -23.226 1.138 -15.838
N -19.386 2.839 -10.098
H -23.439 3.111 -18.175
H -17.460 6.772 -15.435
O -14.419 4.137 -13.012
O -13.429 2.512 -15.606
H -19.423 -2.555 -15.035
C -17.664 4.811 -16.142
H -20.458 -0.224 -15.611
C -14.632 1.853 -15.538
C -20.167 -0.927 -11.403
O -19.491 4.254 -12.707
N -15.569 2.139 -14.642
H -14.225 4.040 -11.003
C -19.026 2.068 -9.099
H -17.365 1.449 -12.161
C -18.727 1.529 -13.559
H -18.111 5.586 -11.844
O -21.813 2.187 -11.426
H -20.860 1.250 -16.543
H -16.429 1.610 -14.506
H -18.224 -0.767 -10.962
O -16.047 0.479 -11.931
H -15.968 5.056 -15.045
H -15.287 2.873 -13.961
H -20.755 -1.364 -13.068
H -15.106 -0.057 -10.246
H -16.847 0.110 -10.020
H -23.549 3.188 -12.239
C -22.474 3.015 -12.384
H -19.407 0.055 -9.856
H -18.142 5.623 -13.620
H -17.936 -1.065 -16.505
C -22.263 0.533 -15.212
H -19.934 1.568 -18.264
H -18.927 3.714 -10.324
H -18.941 -1.254 -13.014
H -14.362 0.678 -17.154
H -19.555 -0.709 -17.139
C -15.955 0.565 -10.535
H -19.325 3.372 -13.123
H -19.111 -2.361 -17.240
C -18.950 -1.449 -16.619
H -22.051 4.008 -12.383
H -18.854 2.129 -11.545
N -19.158 -0.664 -10.650
O -17.793 2.186 -8.488
H -15.738 0.177 -16.174
H -20.835 0.992 -8.880
H -22.323 3.588 -16.930
O -21.494 -0.743 -10.967
N -14.930 0.809 -16.323
H -20.746 1.647 -12.846
H -20.458 1.311 -14.471
N -20.601 2.159 -17.667
N -19.863 -1.367 -12.562
O -18.522 3.974 -16.843
H -15.916 1.624 -10.200
H -23.006 1.856 -16.623
H -21.718 5.084 -13.940
H -21.897 5.770 -15.583
N -17.836 6.091 -16.160
N -21.069 0.630 -15.691
O -22.454 -0.311 -14.113
C -18.301 4.985 -12.728
H -24.088 1.155 -15.218
H -18.754 6.337 -16.576
H -16.087 -0.442 -12.199
C -21.261 5.175 -14.958
H -20.293 2.697 -10.483
H -15.872 3.662 -11.545
N -16.652 4.424 -15.435
H -14.527 2.569 -11.772
O -21.933 1.743 -19.627
H -16.412 3.411 -15.321
N -18.318 1.875 -12.371
N -22.602 2.950 -17.668
H -20.272 5.570 -14.924
O -18.026 1.120 -14.670
H -22.449 2.651 -13.378
H -17.475 4.292 -12.807
H -20.232 2.847 -17.028
O -19.663 -1.686 -15.424
H -20.655 3.242 -14.810
H -22.498 1.620 -11.170
N -19.807 1.070 -8.798
C -21.738 2.297 -18.358
H -13.489 3.917 -13.147
```

Results
- E_HOMO (eV) = -8.7
- LUMO (eV) = -0.028
- maximum force (eV Å⁻¹) = 8.9
- M (g mol⁻¹) = 612.64